Molecular formula: C4H11N2S
Method: DFT, ωB97M-V/def2-TZVPD

Results
- SMILES = NCCNCC[S-]
- energy (hartree) = -666.70085
- charge = -1
- HOMO energy (eV) = -2.3
- 2S+1 = 1
- ΔE to the lowest compared entry with this formula, charge and spin (eV) = 1.244

CARTESIAN COORDINATES (ANGSTROEM)
N (2.3327, -1.3521, 0.7145)
C (1.5380, -0.4387, -0.0960)
C (0.7373, 0.4959, 0.7847)
N (-0.1595, 1.4961, 0.1165)
C (-1.5921, 1.0310, 0.0052)
C (-1.7992, -0.2752, -0.8126)
S (-3.5566, -0.2647, -1.3240)
H (2.9410, -1.9107, 0.1362)
H (1.8450, -1.9178, 1.3859)
H (0.8162, -1.0304, -0.6845)
H (2.0545, 0.2730, -0.7393)
H (0.1156, -0.0720, 1.5073)
H (1.4527, 1.1161, 1.3288)
H (0.1985, 1.5893, -0.8285)
H (-2.0490, 0.9998, 0.9861)
H (-2.1328, 1.8271, -0.5240)
H (-1.1584, -0.3963, -1.7074)
H (-1.5841, -1.1707, -0.2488)